No. 1
Entry from the Open Molecules 2025 dataset: 6 unconnected molecules or ions with the total composition C26H29F5NO18P (ωB97M-V/def2-TZVPD).

```
80
Properties=species:S:1:pos:R:3:forces:R:3
N -3.22079 -1.60364 2.73235 0.25 0.04 -0.25
P -1.71297 -1.63326 2.27786 -1.91 0.31 0.42
C -0.66680 -1.04756 3.74821 -0.13 -0.47 -0.19
O -1.40115 -1.60405 4.87610 -0.35 0.09 -0.39
C -1.04746 -2.91265 4.89953 0.96 0.11 -0.49
O -1.59020 -3.78611 5.46040 -0.75 -0.64 0.64
O 0.10090 -3.08934 4.15360 0.08 0.25 0.59
C 0.63929 -1.74676 4.05433 -0.38 -0.03 -0.70
C 1.80986 -1.60955 3.12494 0.01 -0.09 0.50
C 2.35924 -0.17358 3.17536 0.36 -0.40 -0.76
C 2.10638 0.68594 1.94992 0.15 0.29 0.28
C 2.84817 1.86804 1.82652 -0.65 -0.21 -0.58
C 2.66671 2.67693 0.71393 0.34 0.23 0.27
C 1.77917 2.34341 -0.30025 -0.21 -0.40 0.21
C 1.03193 1.17921 -0.17473 0.21 0.02 0.25
C 1.20513 0.36466 0.94441 0.10 0.16 -0.02
H -3.76726 -0.97318 2.15862 -0.09 0.05 0.11
H -1.36241 -2.95971 1.97439 0.74 0.25 -0.14
H -1.50169 -0.79665 1.16789 0.69 -0.24 0.02
H -0.70443 0.03603 3.73044 0.05 0.13 0.42
H 0.89245 -1.46938 5.07993 0.43 0.27 -0.06
H 1.56716 -1.93804 2.11976 -0.08 0.03 -0.15
H 2.57542 -2.29336 3.48357 0.08 -0.11 0.02
H 2.04533 0.34325 4.08095 -0.17 0.04 0.09
H 3.44172 -0.26011 3.24503 0.13 0.10 0.16
H 3.56481 2.15572 2.58169 0.05 -0.04 0.15
H 3.24396 3.58781 0.65784 -0.01 0.04 -0.20
H 1.66987 2.97143 -1.17075 -0.01 0.12 -0.04
H 0.31389 0.88189 -0.92367 -0.01 0.07 -0.06
H 0.63004 -0.54607 1.00268 0.00 -0.06 -0.02
O -1.04289 0.67606 -2.69782 0.04 -0.02 -0.04
C -0.31455 0.98432 -3.58368 -0.01 -0.02 0.14
O -0.03242 2.25532 -3.94128 0.10 -0.10 -0.10
C 0.99355 2.22006 -4.95109 -0.11 0.38 -0.13
C 0.82353 0.82714 -5.50586 0.27 -0.10 0.16
F 1.99796 0.29016 -5.91450 -0.05 -0.04 0.05
O 0.34818 0.10302 -4.37995 -0.27 0.14 -0.19
H 1.96982 2.34728 -4.48021 0.03 -0.16 -0.02
H 0.84418 3.00425 -5.69622 -0.14 -0.34 0.41
H 0.09618 0.74728 -6.31535 0.08 -0.06 -0.07
O 1.26264 4.29303 -7.09738 -0.02 0.33 -0.16
C 0.62127 5.29365 -7.12175 0.10 -0.15 0.07
O -0.71137 5.34232 -7.33277 0.03 0.15 0.00
C -1.13962 6.69695 -7.14244 -0.26 -0.01 -0.10
C 0.14212 7.46216 -7.38164 0.02 0.06 0.30
F 0.21390 8.58353 -6.62960 0.05 -0.05 0.01
O 1.12810 6.53995 -6.94381 -0.07 -0.04 -0.35
H -1.49917 6.82557 -6.12109 0.12 0.08 0.04
H -1.93234 6.95481 -7.83886 0.04 -0.19 -0.10
H 0.32992 7.71981 -8.42508 0.03 0.10 0.03
O -7.77175 -5.56471 0.14538 0.03 -0.02 -0.05
C -6.67954 -5.24003 0.47091 -0.03 -0.08 -0.10
O -5.88980 -5.93466 1.32543 0.05 0.15 -0.04
C -4.60094 -5.30108 1.35297 0.09 -0.08 0.20
C -4.93641 -3.90015 0.90815 0.05 0.01 -0.09
F -3.92551 -3.33509 0.20629 -0.03 -0.02 -0.19
O -6.04546 -4.11173 0.04492 -0.10 -0.01 0.31
H -3.93403 -5.80100 0.65175 0.03 0.14 -0.10
H -4.16846 -5.33840 2.34811 -0.19 -0.06 0.07
H -5.22438 -3.22769 1.71676 0.13 0.10 -0.04
O -1.94394 -7.10944 0.46082 0.04 0.03 0.04
C -2.01659 -7.76934 1.44199 0.15 0.13 -0.08
O -1.62776 -9.06141 1.53244 -0.08 0.05 0.13
C -1.74505 -9.46476 2.89970 0.03 -0.27 -0.03
C -2.76220 -8.48130 3.42887 0.19 0.22 0.25
F -2.54482 -8.18342 4.72993 -0.03 0.04 -0.04
O -2.51319 -7.32918 2.63665 -0.15 -0.42 -0.23
H -0.78224 -9.35138 3.39933 -0.05 0.12 0.09
H -2.06949 -10.49919 2.97170 -0.03 0.01 -0.20
H -3.80188 -8.78767 3.30071 -0.02 0.03 0.10
O 4.95549 4.84880 -0.93721 -0.14 -0.02 -0.05
C 5.03343 5.64310 -0.06514 0.00 -0.08 -0.37
O 6.15128 6.35006 0.22483 -0.18 0.06 0.21
C 5.82052 7.29504 1.24449 0.26 0.07 0.08
C 4.60569 6.65716 1.87772 -0.33 0.26 -0.12
F 3.73523 7.58643 2.33973 -0.02 -0.07 0.00
O 4.01279 5.96541 0.78879 0.59 -0.06 0.21
H 5.57584 8.25619 0.79057 -0.15 -0.01 0.04
H 6.64843 7.42359 1.93647 0.08 -0.15 -0.09
H 4.82945 5.94787 2.67647 -0.08 0.06 0.08
```
Forces are in eV/Å.

Calculated values
2S+1: 1
gap between HOMO and LUMO: 8.972 eV
HOMO level: -8.62 eV
structure (SMILES): N=[PH2][C@H]1OC(=O)O[C@H]1CCc1ccccc1.O=C1OC[C@@H](F)O1.O=C1OC[C@@H](F)O1.O=C1OC[C@@H](F)O1.O=C1OC[C@@H](F)O1.O=C1OC[C@@H](F)O1
electronic energy: -88652.5359 eV

No. 2
Entry from the Open Molecules 2025 dataset: a molecular structure, C26H29IN4O5SY (ωB97M-V/def2-TZVPD).

```
67
Properties=species:S:1:pos:R:3:forces:R:3
Y 0.48306 -0.30753 -0.67743 -0.41 -0.18 -0.10
C -3.69269 1.55006 0.86587 -0.01 0.00 -0.09
C -2.80922 1.00159 1.94439 0.03 -0.07 -0.01
N -3.06194 1.34440 3.19202 -0.04 0.04 -0.02
C -2.31598 0.81124 4.16796 0.05 -0.04 0.10
C -1.29260 -0.08389 3.94642 -0.01 0.03 -0.06
C -0.55747 -0.65404 5.13207 0.04 0.04 -0.01
O -0.90785 -2.00216 5.42972 -0.02 -0.06 0.00
C -0.97708 -0.44347 2.62010 -0.11 0.06 0.03
C 0.12409 -1.38802 2.36480 -0.14 -0.06 -0.07
N 0.45724 -1.75537 1.20136 0.16 0.25 0.13
C 1.71180 -2.57139 0.87119 -0.13 -0.04 0.00
C 2.45302 -3.11576 2.05370 0.07 0.09 0.10
C 2.57698 -4.43794 2.35937 -0.01 0.00 0.08
C 2.03837 -5.47358 1.56970 -0.05 0.01 -0.04
C 1.38776 -5.07327 0.40068 -0.09 -0.07 0.04
C 1.25722 -3.75093 0.07887 0.17 -0.05 -0.03
I 0.22894 -3.27989 -1.72707 0.00 -0.15 -0.15
C -1.74274 0.12380 1.56912 -0.01 -0.02 0.11
O -1.53257 -0.08222 0.30131 0.34 0.00 -0.06
H -4.32111 2.34101 1.27240 0.00 0.00 0.02
H -4.33338 0.76062 0.46291 0.00 -0.01 0.01
H -3.10632 1.92634 0.02724 0.00 0.01 0.01
H -2.56116 1.11213 5.18169 0.00 0.01 0.00
H -0.82668 -0.08411 6.02173 0.01 0.00 -0.02
H 0.52722 -0.56229 5.00289 -0.02 -0.01 0.00
H -0.75132 -2.54031 4.64551 0.00 0.00 0.02
H 0.67953 -1.77635 3.22722 0.01 -0.08 -0.04
H 2.97864 -2.38140 2.65890 0.01 0.01 -0.02
H 3.15553 -4.69449 3.24331 0.00 -0.02 0.00
H 2.14108 -6.51585 1.83164 0.00 -0.02 -0.01
H 0.97157 -5.81927 -0.26827 0.01 -0.01 0.00
C -2.11829 5.10003 2.09637 0.00 0.00 0.01
O -2.39104 5.29276 0.71523 0.03 -0.04 -0.08
C -1.78713 4.44918 -0.15556 -0.01 0.04 0.09
C -2.23918 4.53549 -1.48867 0.00 -0.02 -0.10
C -1.74346 3.65742 -2.41018 0.00 0.04 0.06
C -0.81273 2.64799 -2.07255 -0.04 0.09 0.01
C -0.47816 1.65160 -3.06462 0.12 -0.01 0.17
C -0.58981 2.00835 -4.52690 -0.09 -0.10 -0.02
O -0.10949 0.49072 -2.79247 -0.11 0.29 -0.18
C -0.29322 2.63037 -0.73850 -0.02 -0.10 -0.02
O 0.63529 1.81650 -0.36222 0.11 0.26 -0.04
C -0.81046 3.55132 0.20059 -0.03 0.03 -0.03
H -2.76312 5.79765 2.62438 0.01 -0.01 0.01
H -1.07382 5.32510 2.32610 -0.01 -0.01 0.00
H -2.35156 4.07728 2.40301 0.01 0.01 0.01
H -2.99323 5.26662 -1.74231 -0.01 0.01 0.00
H -2.12307 3.70471 -3.42270 -0.01 0.00 -0.01
H -0.31073 3.04144 -4.71650 0.01 0.01 0.00
H -1.61734 1.85817 -4.86562 -0.01 -0.01 -0.01
H 0.05434 1.34159 -5.09574 0.00 0.01 0.00
H -0.43399 3.46676 1.20873 0.00 0.01 0.01
C 1.99689 -2.49635 -5.15269 0.01 0.00 -0.03
N 2.15172 -1.21194 -4.50702 -0.07 0.02 0.02
C 3.05736 -0.93021 -3.55540 0.06 -0.10 0.17
N 3.82190 -1.96922 -3.11933 -0.03 0.07 -0.13
S 3.25450 0.62448 -2.96743 -0.06 0.09 0.06
H 1.44255 -2.35571 -6.07841 -0.03 -0.01 0.01
H 1.46509 -3.21964 -4.52998 0.00 -0.02 0.02
H 2.97965 -2.89681 -5.40605 -0.02 0.00 0.00
H 1.45003 -0.49842 -4.62575 0.07 -0.05 -0.07
H 3.37527 -2.87528 -3.07019 0.00 -0.01 -0.01
H 4.35588 -1.73909 -2.29486 -0.01 0.00 -0.04
C 2.43519 -1.47901 0.04672 0.38 -0.33 0.07
H 3.00681 -0.86842 0.76553 -0.04 0.06 -0.05
H 3.17543 -1.97305 -0.59633 -0.06 0.08 0.15
```
Forces are in eV/Å.

Calculated values
2S+1: 1
gap between HOMO and LUMO: 4.945 eV
net charge: -1
HOMO level: -2.79 eV
electronic energy: -63613.2868 eV
energy relative to the best compared isomer or geometry (same formula, charge and spin): 158.2 kJ/mol

No. 3
Entry from the Open Molecules 2025 dataset: 2 unconnected molecules or ions with the total composition C26H29N3O2S (ωB97M-V/def2-TZVPD).

```
61
Properties=species:S:1:pos:R:3:forces:R:3
C 0.08514 3.60228 -0.45811 0.47 0.02 -0.44
C -0.62977 2.95506 0.64659 -1.23 -0.24 0.50
N -1.71250 3.52786 1.22075 1.02 -0.21 -0.70
C -2.35392 4.73391 0.72796 -0.15 0.21 -0.12
C -2.16659 2.76000 2.29592 0.11 -0.67 0.25
C -1.31795 1.63409 2.40624 -0.37 0.65 0.35
C -1.58868 0.69862 3.39917 -0.26 -0.08 0.42
C -2.66393 0.92134 4.27383 0.12 0.09 -0.42
C -3.50557 2.04067 4.12825 0.38 0.11 -0.34
C -3.25782 2.99124 3.12549 0.10 -0.49 0.16
C -0.31885 1.74421 1.33781 0.14 -0.49 0.19
C 0.69240 0.82486 1.03412 0.61 1.44 0.46
C 1.36721 0.02494 2.02221 0.34 -0.53 0.70
C 1.48178 0.41363 3.38780 -0.39 -0.14 -0.03
C 1.98349 -0.46758 4.33646 -0.13 0.45 -0.14
C 2.40312 -1.75549 3.97304 -0.04 -0.05 -0.41
C 2.82652 -2.74596 5.01111 0.11 -0.21 0.17
C 2.43644 -2.09098 2.61438 0.11 0.22 0.24
C 1.99186 -1.19193 1.66200 -0.39 0.32 -0.38
H 1.04204 3.09095 -0.57415 -0.07 0.20 -0.22
H -0.46559 3.53409 -1.40732 0.03 -0.05 0.25
H 0.27465 4.66369 -0.24601 -0.04 -0.27 -0.04
H -3.24751 4.90872 1.32832 0.17 0.06 -0.21
H -1.69875 5.60985 0.79774 -0.05 -0.24 0.12
H -2.64463 4.60874 -0.32181 0.02 -0.05 0.26
H -0.94670 -0.17770 3.50352 -0.36 0.25 0.08
H -2.85325 0.20850 5.07926 0.01 0.21 -0.32
H -4.36020 2.15851 4.79287 0.25 0.04 -0.14
H -3.88394 3.86616 2.97145 -0.02 -0.26 0.23
H 1.08893 0.80371 0.01468 -0.04 0.01 0.30
H 1.15896 1.41477 3.68042 0.03 -0.33 0.00
H 2.04166 -0.16846 5.38780 -0.01 -0.03 -0.39
H 3.19207 -3.66235 4.53712 -0.04 0.16 0.16
H 3.61720 -2.34478 5.65676 -0.13 -0.04 -0.14
H 1.98373 -3.01114 5.66239 0.13 0.06 -0.13
H 2.82661 -3.05804 2.29317 -0.08 0.28 0.11
H 2.07243 -1.42141 0.60371 -0.16 -0.32 -0.19
C 3.08883 -2.72198 -4.11962 0.53 0.33 -0.26
C 2.02475 -3.50776 -3.41591 -1.24 0.11 0.20
N 0.84034 -2.65638 -3.05657 0.73 -0.10 -1.20
C 0.97442 -1.88104 -1.88549 0.76 -0.13 0.65
O 2.02810 -2.04986 -1.22537 -0.48 0.01 0.00
C -0.04763 -0.98359 -1.57482 -0.16 -0.61 -0.74
C -1.10132 -0.76624 -2.47862 -0.77 0.63 0.51
O -2.00608 0.07783 -2.31431 0.37 -0.56 -0.27
N -1.10867 -1.56075 -3.65788 -0.02 0.24 -1.34
C -2.13651 -1.23754 -4.70388 0.54 -0.76 0.80
C -1.67675 -0.15542 -5.63614 0.13 0.56 -0.32
C -0.03187 -2.31926 -4.07298 -0.10 0.27 0.97
S 0.23113 -2.74861 -5.67942 -0.34 -0.47 0.39
H 3.93069 -3.38750 -4.32871 0.05 0.11 -0.04
H 2.71899 -2.31458 -5.06881 0.18 -0.13 0.33
H 3.43852 -1.90749 -3.47868 0.01 -0.11 -0.07
H 1.60633 -4.28195 -4.06644 0.27 0.03 0.19
H 2.40079 -3.93158 -2.48532 -0.15 0.04 -0.12
H -0.08990 -0.52267 -0.61080 -0.07 0.06 -0.04
H -2.26474 -2.17987 -5.24733 -0.22 0.27 0.09
H -3.04760 -0.95766 -4.17512 0.16 -0.06 -0.02
H -2.46891 0.03735 -6.36395 0.05 0.10 -0.02
H -1.48145 0.76443 -5.07713 -0.06 -0.04 -0.08
H -0.77151 -0.45247 -6.18164 -0.36 0.14 0.22
```
Forces are in eV/Å.

Calculated values
2S+1: 1
gap between HOMO and LUMO: 4.450 eV
HOMO level: -6.75 eV
electronic energy: -46832.6390 eV
energy relative to the best compared isomer or geometry (same formula, charge and spin): 43.6 kJ/mol

No. 4
Entry from the Open Molecules 2025 dataset: a single C26H29N3O4 molecule (ωB97M-V/def2-TZVPD).

```
62
Properties=species:S:1:pos:R:3:forces:R:3
C 3.24537 0.91829 -2.11087 -0.06 -0.22 -0.07
O 3.59650 2.05387 -1.34953 0.08 0.29 0.16
C 2.64031 2.65415 -0.59803 0.00 0.19 0.15
C 1.29903 2.28274 -0.57079 0.15 -0.17 -0.18
C 0.41512 2.95515 0.25188 0.05 0.16 0.08
C 0.83358 4.00012 1.06540 -0.03 0.12 0.01
C -0.13928 4.60001 2.05202 -0.04 0.02 -0.18
N -0.52314 3.56297 2.99612 0.13 0.09 0.36
C -1.61477 2.78800 2.77101 0.00 0.11 0.24
O -2.58753 3.18181 2.15333 -0.12 -0.01 -0.15
C -1.53636 1.38243 3.27132 0.02 -0.33 -0.04
C -0.32355 0.70420 3.36051 -0.17 0.19 0.02
C -0.30059 -0.66244 3.56100 -0.06 -0.15 0.13
C -1.48498 -1.38229 3.65673 0.11 0.06 0.10
C -1.44802 -2.88591 3.54816 0.05 0.21 0.18
N -1.61514 -3.23270 2.13738 -0.11 -0.35 -0.49
C -0.60243 -2.95237 1.28279 -0.16 0.14 -0.35
C -0.53104 -2.64933 -0.08181 -0.37 -0.32 0.29
N -1.45180 -2.61760 -1.05385 -0.29 -0.12 0.46
C -1.20113 -2.21260 -2.42894 0.47 0.18 -0.14
C -0.71405 -0.76247 -2.50122 -0.35 0.03 -0.21
C -0.52352 -0.34472 -3.95577 0.27 0.02 0.12
C 0.47725 -1.26892 -4.64230 -0.28 -0.01 -0.20
C 0.00046 -2.71607 -4.56556 0.27 0.04 0.13
C -0.18683 -3.13459 -3.11016 -0.33 -0.07 -0.19
C 0.91836 -2.39246 0.00905 0.44 0.56 -0.52
O 1.74909 -1.90995 -0.73013 -0.08 -0.33 0.26
C 0.85013 -2.83182 1.45350 0.22 -0.24 0.53
O 1.62839 -3.01822 2.36073 -0.13 0.09 -0.18
C -2.69593 -0.69798 3.63194 0.09 0.02 0.08
C -2.72063 0.66983 3.44384 0.01 0.15 -0.05
C 2.17037 4.37675 1.02333 -0.16 -0.05 -0.06
C 3.06074 3.72225 0.19766 0.13 -0.22 -0.20
H 2.50704 1.16772 -2.88016 -0.01 0.00 0.01
H 4.16698 0.59459 -2.59159 -0.08 -0.01 -0.01
H 2.86462 0.10870 -1.48156 -0.01 0.05 -0.03
H 0.93667 1.46856 -1.17680 -0.01 -0.12 -0.09
H -0.62231 2.65311 0.26977 -0.13 -0.05 -0.02
H -1.05607 4.92982 1.55763 0.13 0.06 0.12
H 0.30762 5.43821 2.59124 -0.07 -0.01 -0.10
H 0.24454 3.15386 3.50695 -0.14 -0.05 -0.09
H 0.61673 1.21534 3.21140 0.06 0.05 -0.05
H 0.64488 -1.18056 3.60392 0.11 -0.09 -0.04
H -2.25276 -3.36159 4.11153 0.10 0.02 -0.01
H -0.48424 -3.27742 3.87528 -0.10 -0.02 0.04
H -2.54795 -3.05475 1.78311 0.16 -0.02 0.03
H -2.40573 -2.81844 -0.79660 0.11 0.02 -0.03
H -2.16153 -2.29428 -2.95078 0.06 -0.01 0.07
H -1.43288 -0.10487 -2.00577 0.00 -0.01 0.06
H 0.23970 -0.69337 -1.97832 0.04 0.01 0.08
H -0.17149 0.68774 -3.99735 -0.07 0.05 -0.03
H -1.48210 -0.38956 -4.47915 -0.05 0.06 -0.06
H 0.60337 -0.97285 -5.68526 0.09 0.02 0.00
H 1.44563 -1.18455 -4.14522 0.10 0.03 -0.01
H -0.94629 -2.81848 -5.10241 -0.03 -0.04 -0.08
H 0.72839 -3.37396 -5.04261 -0.06 -0.05 -0.06
H -0.53289 -4.16916 -3.05285 0.00 -0.02 0.06
H 0.76790 -3.06148 -2.59003 0.04 -0.01 0.07
H -3.62401 -1.24464 3.73038 -0.11 -0.05 0.02
H -3.65651 1.20415 3.37954 -0.07 0.04 -0.05
H 2.51879 5.18924 1.64499 0.05 0.09 0.08
H 4.09991 4.00879 0.16199 0.13 0.02 0.00
```
Forces are in eV/Å.

Calculated values
2S+1: 1
gap between HOMO and LUMO: 8.436 eV
HOMO level: -8.19 eV
structure (SMILES): COc1ccc(CNC(=O)c2ccc(CNc3c(NC4CCCCC4)c(=O)c3=O)cc2)cc1
electronic energy: -40093.0440 eV
energy relative to the best compared isomer or geometry (same formula, charge and spin): 201.8 kJ/mol